{"formula": "C29H26IMgN8", "method": "wB97M-V/def2-TZVPD", "symbols": ["I", "Mg", "N", "N", "N", "N", "N", "N", "N", "N", "C", "C", "C", "C", "C", "C", "C", "C", "C", "C", "C", "C", "C", "C", "C", "C", "C", "C", "C", "C", "C", "C", "C", "C", "C", "C", "C", "C", "C", "H", "H", "H", "H", "H", "H", "H", "H", "H", "H", "H", "H", "H", "H", "H", "H", "H", "H", "H", "H", "H", "H", "H", "H", "H", "H"], "coordinates": [[-2.629864, -0.189841, 3.350805], [0.012851, -0.695905, 0.632123], [-0.967453, 1.192336, 0.305269], [1.454602, -1.414537, -0.494177], [-2.315067, 3.240488, -0.124848], [-0.500490, -1.966331, 2.467215], [-1.396952, -1.730207, -0.597126], [0.164265, -2.535248, -2.227139], [1.586325, 0.355241, 1.780414], [3.466948, -0.503410, 0.444649], [3.527723, 1.582457, 3.422123], [-3.473618, 3.148036, -1.015967], [-2.106729, -2.909034, -2.546470], [4.190539, -2.701765, -4.099626], [2.547595, -2.226672, -2.399009], [3.481034, -1.673399, -1.608063], [1.260054, -2.112218, -1.709204], [-1.497102, 2.185846, 0.082475], [-3.736915, -2.092650, -1.029093], [2.170224, 1.744186, 3.690010], [-1.376820, -2.773752, 4.531007], [-3.399154, -2.652976, -2.270394], [3.901857, 0.759720, 2.406737], [1.270139, 1.120734, 2.823544], [0.413488, -3.953725, 3.457535], [-1.306822, 5.268625, -1.195900], [-2.280748, 4.957205, -2.378988], [2.886085, -2.755882, -3.645124], [-0.462410, -3.828084, 4.516992], [-1.822135, 4.630985, 0.096171], [-3.650396, 4.463960, -1.860927], [2.942183, 0.158783, 1.551678], [-1.096043, -2.302039, -1.785892], [-1.369444, -1.859080, 3.489750], [4.791028, -1.595354, -2.011759], [5.196180, -2.114794, -3.241077], [-2.715696, -1.655023, -0.258265], [2.761337, -1.094397, -0.419850], [0.327785, -3.000740, 2.449570], [-2.692124, 5.214655, 0.422208], [-1.236668, 6.354950, -1.029194], [-4.160317, 5.260494, -1.322801], [-0.531139, -4.649786, 5.227912], [6.185301, -2.041088, -3.659723], [2.166339, -3.201444, -4.342683], [-1.094964, 4.630277, 0.891235], [-2.454183, 5.847449, -2.953815], [0.232897, 1.257273, 2.934001], [4.256497, 2.046728, 4.067754], [4.951476, 0.653836, 2.232514], [5.427347, -1.142090, -1.270413], [-4.280652, 4.242408, -2.706340], [4.469787, -3.077356, -5.045433], [-0.291524, 4.958244, -1.427749], [-1.763668, -3.508595, -3.400695], [-2.086447, -2.869517, 5.366147], [1.075393, -4.808603, 3.436377], [-3.286970, 2.313807, -1.695214], [-2.841719, -1.307751, 0.754981], [-4.202678, -3.111055, -2.916683], [0.977064, -3.142169, 1.571316], [-1.768217, 4.271743, -3.019911], [-4.742742, -1.947285, -0.732587], [1.872814, 2.378543, 4.500295], [-4.429283, 2.904798, -0.460668]], "atomic_forces_ev_per_a": [[-0.008, -0.235, 0.442], [-0.391, 0.471, 0.591], [0.818, -0.871, 0.153], [-0.773, -0.539, -1.143], [1.670, -0.263, 0.603], [-0.396, 0.288, -0.072], [-0.459, 0.174, -0.674], [0.878, 0.185, -0.627], [2.083, -0.660, -0.496], [0.142, 1.309, 1.989], [-0.840, -0.166, 0.818], [-1.331, 0.009, -0.571], [1.100, 0.219, -1.356], [0.884, 1.274, 2.686], [-0.760, -1.231, -1.302], [-0.001, 0.701, 0.328], [-0.443, 0.751, 0.713], [-2.479, 2.173, -0.521], [0.303, 0.424, -1.024], [-0.050, -0.319, -0.991], [-0.440, -0.822, 0.826], [-2.235, -1.580, -0.139], [-0.340, -0.233, -0.767], [0.902, 0.512, 0.699], [-0.380, 0.191, 0.251], [-0.412, 0.389, -0.020], [-0.040, 0.420, 1.392], [-0.489, -0.504, -1.053], [-0.207, -0.242, -0.668], [-0.358, -0.023, -0.386], [1.119, -0.920, 0.174], [-0.359, 0.516, 0.142], [-0.326, -0.931, 1.565], [0.535, 0.005, -0.083], [1.040, 0.029, 0.274], [-1.941, -0.368, -0.810], [1.439, -0.095, 0.766], [1.211, -1.522, -1.440], [1.135, -1.063, -0.286], [0.207, -0.296, 0.196], [-0.116, -0.290, 0.032], [0.084, -0.068, 0.283], [0.060, 0.485, 0.201], [0.333, 0.072, 0.423], [-0.082, 0.236, 0.659], [0.255, -0.037, 0.247], [0.039, 0.457, -0.334], [-1.242, 0.244, 0.410], [0.167, 0.100, -0.056], [0.302, -0.406, -0.483], [0.689, 0.170, -0.258], [-0.308, -0.267, -0.264], [0.164, -0.359, -0.869], [0.058, -0.259, -0.024], [-0.347, 0.467, 0.338], [0.060, 0.961, -0.677], [0.143, 0.192, -0.367], [-0.126, 0.073, -0.094], [-0.470, 0.278, -0.017], [0.929, 0.747, 0.734], [-0.340, 0.447, 0.302], [-0.132, -0.779, -0.514], [-0.772, -0.034, 0.285], [-0.463, 0.091, 0.176], [1.108, 0.321, -0.314]], "nbo_charge": [0.20, 1.75, -0.60, -0.87, -0.47, -0.60, -0.64, -0.53, -0.62, -0.53, -0.14, -0.20, -0.23, -0.19, -0.05, -0.09, 0.49, 0.59, -0.28, -0.28, -0.28, -0.14, -0.24, 0.05, -0.23, -0.42, -0.41, -0.19, -0.12, -0.20, -0.42, 0.37, 0.38, 0.09, -0.18, -0.18, 0.03, 0.49, 0.05, 0.21, 0.22, 0.21, 0.24, 0.22, 0.23, 0.22, 0.23, 0.19, 0.23, 0.24, 0.23, 0.24, 0.22, 0.21, 0.25, 0.25, 0.24, 0.21, 0.19, 0.23, 0.22, 0.21, 0.23, 0.23, 0.21], "gap_ev": 7.5, "lumo_ev": -2.88, "total_charge": 1, "homo_ev": -10.4, "spin_multiplicity": 1}

---

{"formula": "C29H26N2O2RhS3", "method": "wB97M-V/def2-TZVPD", "symbols": ["Rh", "S", "S", "S", "O", "O", "N", "N", "C", "C", "C", "C", "C", "C", "C", "C", "C", "C", "C", "C", "C", "C", "C", "C", "C", "C", "C", "C", "C", "C", "C", "C", "C", "C", "C", "C", "C", "H", "H", "H", "H", "H", "H", "H", "H", "H", "H", "H", "H", "H", "H", "H", "H", "H", "H", "H", "H", "H", "H", "H", "H", "H", "H"], "coordinates": [[-0.422847, 1.188934, -0.549695], [1.276499, -2.586813, -3.002783], [-0.629201, -0.518301, -2.221415], [-2.047298, 0.452642, 2.189069], [-2.313286, 1.257081, 0.899582], [-0.001033, 2.736364, 0.507147], [1.851994, -0.672489, -1.288637], [1.340484, 0.264380, -0.432168], [3.216055, -1.845695, -5.045247], [1.706259, 1.578489, 1.631995], [0.796455, 2.653868, 1.528744], [-0.286079, 1.034734, -2.733507], [-4.970357, 2.377546, 5.178075], [-4.094814, -2.516626, 0.204399], [4.548957, -0.580370, -6.641151], [-2.857405, -1.189579, 1.811938], [3.889982, -1.206338, -7.689428], [2.829899, -2.087255, -7.439235], [4.255211, -0.934833, -5.319840], [-4.081791, 1.399329, 5.611107], [3.001672, -2.350784, -3.569524], [-2.651415, -3.637868, 1.815604], [3.428659, -0.068806, 0.819685], [2.378520, 1.435172, 2.891668], [-4.969797, 2.756486, 3.830496], [0.710084, 3.605224, 2.491641], [0.961310, -1.148344, -2.081473], [-3.462448, -3.696927, 0.691896], [2.364057, 2.433535, 3.834515], [-4.095902, 2.171710, 2.944178], [-2.404567, -2.398033, 2.395685], [2.523381, -2.449091, -6.118251], [-3.827602, -1.259787, 0.850817], [1.489342, 3.466618, 3.656592], [2.075457, 0.570005, 0.629993], [-3.262214, 1.130378, 3.350591], [-3.101073, 0.884236, 4.734224], [-1.209182, 1.502574, -3.162902], [-2.221130, -4.530366, 2.260365], [-4.266283, -0.331471, 0.468012], [2.858473, 0.493637, 3.116330], [-1.699846, -2.324386, 3.193293], [-5.595332, 2.877494, 5.913349], [1.332561, 4.209370, 4.434517], [2.977350, 2.381940, 4.755338], [0.651222, 1.627515, -2.642601], [4.795485, -0.454990, -4.517331], [-4.104935, 1.121781, 6.704413], [1.761892, -3.203540, -5.830596], [3.690651, -0.556463, -0.126665], [-3.741466, -4.648225, 0.231701], [3.418498, -3.327170, -3.496430], [0.009706, 4.416881, 2.453657], [4.122430, -0.910683, -8.697207], [3.548614, -1.751843, -2.844198], [3.381581, -0.817016, 1.609607], [-4.677068, -2.521391, -0.726361], [4.174851, 0.658493, 1.158695], [-5.632856, 3.582166, 3.515294], [-2.359340, 0.160618, 5.096461], [5.315686, 0.123388, -6.811674], [2.284505, -2.486072, -8.314763], [-3.981216, 2.458968, 1.892405]], "atomic_forces_ev_per_a": [[-2.384, -0.775, -1.705], [0.595, -0.356, -0.497], [-1.131, -2.065, 0.233], [-1.396, 0.264, -1.726], [-0.054, -1.238, 1.795], [0.184, 2.513, 0.799], [-0.051, 1.127, 2.171], [2.202, -1.458, -0.156], [0.504, -0.560, 0.742], [1.345, -1.511, 1.260], [-0.622, -0.754, -1.871], [-1.048, 3.453, -0.992], [0.213, -0.258, -0.371], [1.004, 0.399, 1.110], [-0.630, -1.292, 0.759], [0.221, -0.854, 1.263], [-0.709, 0.364, 0.366], [0.128, -0.316, 0.003], [-0.979, -0.145, -0.464], [0.825, 0.027, 0.925], [-0.312, 0.848, -1.375], [-0.440, 0.523, 0.347], [-0.224, -0.124, -0.334], [-0.141, -0.059, -1.194], [-0.560, 0.953, 0.641], [1.031, 0.398, 2.945], [-0.259, -1.046, -1.207], [-1.459, 0.942, -0.697], [0.380, -0.486, 1.299], [0.361, -0.838, -1.162], [0.673, 0.948, -0.955], [0.056, 0.212, 0.486], [-0.341, -0.732, -1.975], [-0.959, 1.712, -0.398], [0.916, 1.057, 0.899], [0.940, 0.820, 1.592], [-1.404, -0.925, -0.406], [1.270, -0.125, 0.038], [-0.063, 0.108, -0.133], [0.257, -0.384, -0.055], [0.408, 0.162, -0.115], [0.423, -0.057, 0.537], [-0.131, -0.153, -0.266], [0.279, 0.031, 0.017], [-0.540, -0.185, -0.558], [-0.606, -0.911, -0.570], [-0.007, -0.045, 0.189], [0.301, 0.268, -1.370], [0.386, 0.674, -0.579], [0.260, 0.150, 0.453], [0.433, 0.272, 0.029], [0.434, -0.932, -0.100], [-0.285, 0.134, -0.399], [0.040, -0.060, -0.304], [-0.218, 0.270, -0.056], [0.079, -0.410, 0.000], [0.035, -0.122, 0.672], [-0.092, -0.043, -0.285], [0.484, -0.563, 0.069], [-0.275, 0.359, -0.178], [0.755, 0.710, -0.331], [0.275, 0.044, 0.767], [-0.378, 0.042, 0.382]], "mulliken_spin": [2.15, 0.05, 0.17, -0.02, -0.03, 0.13, 0.04, 0.01, 0.02, -0.13, 0.17, 0.50, 0.00, 0.01, 0.00, 0.00, 0.00, 0.00, 0.00, 0.00, 0.02, 0.00, 0.00, 0.13, 0.00, -0.04, 0.38, 0.00, -0.07, 0.00, 0.00, -0.01, 0.00, 0.11, 0.37, 0.01, 0.00, -0.01, 0.00, 0.00, 0.01, 0.00, 0.00, 0.02, 0.00, -0.02, 0.00, 0.00, 0.00, 0.02, 0.00, 0.01, 0.00, 0.00, -0.01, 0.02, 0.00, 0.00, 0.00, 0.00, 0.00, 0.00, 0.00], "gap_ev": [3.7, 6.3], "lumo_ev": [2.38, 2.37], "total_charge": -1, "de_lowest_kj_mol": 62.4, "homo_ev": [-1.3, -4.0], "spin_multiplicity": 5}

---

E_tot list, top to bottom, in eV: -55959.5892, -73077.8894